Here is 9 unconnected molecules or ions with the total composition C32H47F6NO14P at a distorted geometry from the Open Molecules 2025 dataset. Energies are from ωB97M-V/def2-TZVPD.

The geometry in XYZ format:
```
101
Properties=species:S:1:pos:R:3:forces:R:3
P -0.1186 -0.3617 -0.0988 1.0 -0.1 2.2
F 1.1340 0.4527 0.5530 -0.2 0.2 -0.3
F -0.1106 -1.3263 1.2143 0.6 -0.6 0.0
F -1.1910 0.5247 0.7461 0.0 0.8 -0.2
F -1.2926 -1.2263 -0.6750 -1.5 -0.5 -1.3
F -0.1952 0.7132 -1.3025 0.0 -0.3 -0.3
F 0.9250 -1.3245 -0.8703 -0.1 0.5 0.0
O -2.9688 -2.1307 6.0529 2.0 1.7 -1.1
C -2.1875 -1.2234 5.7511 -1.2 -1.5 1.2
O -1.1145 -1.3678 4.9176 -2.4 -3.0 1.2
C -0.3819 -0.2177 4.7074 0.0 1.0 0.1
C -0.8401 0.7005 5.8509 -0.2 1.0 -0.2
C -2.2814 0.2256 6.2036 1.4 0.0 -1.2
H -0.6735 0.0654 3.6960 0.4 0.8 0.0
H 0.6637 -0.5221 4.7531 0.1 0.5 -0.1
H -0.8291 1.7508 5.5597 0.1 0.0 0.0
H -0.1567 0.5883 6.6925 -0.1 -0.1 0.1
H -3.0107 0.6215 5.4969 0.0 0.5 -0.1
H -2.6254 0.4896 7.2036 0.1 -0.7 0.0
O 5.5261 3.1756 -3.4822 -2.5 -0.6 2.2
C 4.7159 3.3332 -2.5675 2.3 -0.1 -1.1
O 4.2488 2.3660 -1.6815 1.4 -0.7 -0.9
C 3.9152 2.9483 -0.4132 0.1 0.5 -0.3
C 3.4978 4.3066 -0.8679 -2.3 2.2 2.0
C 4.2378 4.6802 -2.0953 0.2 -0.5 0.0
H 4.7262 3.0771 0.3035 0.9 -0.4 -0.6
H 3.2228 2.3458 0.1747 -0.5 -0.1 -0.8
H 3.6615 5.0554 -0.0928 0.1 0.0 0.2
H 2.4280 4.4093 -1.0497 -0.2 -0.5 -0.1
H 5.1021 5.2837 -1.8181 0.1 0.1 -0.6
H 3.5915 5.1636 -2.8280 0.4 0.1 -0.1
O 4.2512 -1.5370 -6.0428 -1.2 0.3 1.4
C 3.5371 -1.3461 -5.0865 0.6 -1.5 0.1
O 3.7200 -2.0830 -3.8578 0.4 1.2 -3.2
C 2.9739 -1.4353 -2.8938 -1.9 -0.8 2.9
C 2.4563 -0.1237 -3.3968 0.0 0.3 1.2
C 2.3631 -0.3742 -4.8635 2.2 0.8 -0.3
H 3.5759 -1.3431 -1.9898 0.1 0.2 0.0
H 2.0918 -1.9917 -2.5769 0.2 -0.8 -0.3
H 3.2031 0.5622 -2.9969 -0.1 0.8 -1.0
H 1.4775 0.1841 -3.0288 0.2 -0.3 0.5
H 2.6795 0.5676 -5.3118 -0.6 -0.2 -1.0
H 1.3838 -0.7636 -5.1418 0.3 0.0 -0.3
O -6.8924 2.3467 -0.4501 0.9 0.1 -0.3
C -5.8753 1.7974 -0.8066 -1.0 1.5 0.0
O -4.6572 2.4027 -0.8087 0.7 0.7 -0.2
C -3.5277 1.5226 -1.2347 -3.1 -1.6 1.2
C -4.3846 0.3529 -1.8496 1.7 -0.1 0.0
C -5.7301 0.3662 -1.1024 1.6 0.6 -0.8
H -3.0794 1.1152 -0.3285 0.4 0.6 0.0
H -2.8116 2.0234 -1.8863 -0.4 0.1 0.1
H -3.8619 -0.5931 -1.7079 0.1 0.0 -0.3
H -4.3790 0.6156 -2.9074 -0.9 -0.5 -0.2
H -5.5780 0.1674 -0.0415 0.0 -1.6 0.1
H -6.5627 -0.1396 -1.5913 0.1 0.2 0.4
O -2.4132 4.0074 3.0798 2.0 0.1 -1.2
C -1.6047 4.0558 2.1558 -2.8 0.0 -0.7
O -0.3685 3.6132 2.1719 2.3 -0.5 1.1
C 0.3325 3.6099 0.8495 -2.3 -0.1 0.9
C -0.5430 4.6228 0.1255 0.3 -1.3 -2.1
C -1.9682 4.4721 0.6769 1.7 0.7 2.1
H 0.2301 2.5787 0.5116 -0.2 0.2 -0.2
H 1.4007 3.8261 0.8281 -0.2 0.4 1.0
H -0.4684 4.2930 -0.9107 -0.2 0.4 -0.4
H -0.1102 5.6219 0.1767 -0.4 0.1 0.3
H -2.6117 3.6599 0.3388 0.1 0.3 -0.5
H -2.4369 5.4557 0.7064 -0.5 -0.4 -0.1
O 3.3068 -1.0016 4.5843 -0.4 0.9 0.3
C 3.3598 -1.8199 3.7158 0.4 1.2 -0.5
O 3.4649 -3.0794 3.9954 -0.1 -2.4 1.7
C 3.4192 -3.8811 2.8470 1.3 -1.7 -0.6
C 3.9542 -3.0025 1.7239 -1.5 0.2 -0.5
C 3.5042 -1.6771 2.2291 0.1 2.2 0.2
H 2.4323 -4.3370 2.7676 -0.2 0.4 -0.5
H 4.1164 -4.7102 2.9673 -0.1 -0.1 0.4
H 3.3811 -3.1290 0.8054 0.7 -0.6 -0.3
H 5.0367 -2.9991 1.5969 -0.2 -0.6 0.0
H 2.5729 -1.3434 1.7714 0.0 0.1 0.1
H 4.2561 -0.8961 2.1163 -0.2 0.2 -0.3
O -0.7839 -4.7970 0.2289 -0.1 0.0 -0.3
C -1.6936 -4.2371 0.7774 2.0 -1.7 1.4
O -2.7603 -3.7988 0.1685 1.1 0.5 -2.7
C -3.5981 -3.2502 1.0974 -1.7 -0.3 2.4
C -2.7493 -2.8507 2.3300 -1.4 1.8 -0.8
C -1.7823 -3.9713 2.3042 0.9 0.8 -0.9
H -4.0545 -4.1710 1.4608 -1.7 0.4 0.2
H -4.2758 -2.5484 0.6114 0.1 0.0 0.3
H -3.3599 -2.7621 3.2285 0.0 -0.2 0.0
H -2.2926 -1.8740 2.1703 0.2 -0.1 -0.1
H -2.1949 -4.7759 2.9128 0.6 -0.4 -0.3
H -0.7882 -3.5949 2.5455 0.0 -0.7 0.6
N -1.1821 -1.6222 -3.9260 0.5 -1.5 0.8
C -0.8636 -2.9354 -4.1954 -0.6 -0.3 -1.8
C -0.7986 -3.0190 -5.5903 1.0 -0.4 -0.3
C -0.9045 -1.7367 -6.1175 -1.0 1.9 -0.2
C -1.2130 -0.9153 -5.0821 -0.1 1.4 1.4
H -1.2332 -1.2810 -2.9767 -0.1 0.2 -0.1
H -0.8087 -3.7513 -3.4901 0.0 0.4 0.3
H -0.5933 -3.7549 -6.3536 0.1 -1.0 0.9
H -0.8463 -1.2932 -7.1005 0.0 -0.8 -0.3
H -1.4589 0.1300 -4.9665 0.2 0.1 -0.5
```
Forces are in eV/Å.

Orbital gap = 8.35 eV
Total energy = -89702.67896 eV
Total charge = -1



Here is C3H7NOS in the gas phase at a distorted geometry from the Open Molecules 2025 dataset. Energies are from ωB97M-V/def2-TZVPD.

The geometry in XYZ format:
```
13
Properties=species:S:1:pos:R:3:forces:R:3
C -0.2556 0.5608 0.0008 -0.4 -0.7 -1.6
C -0.0822 -0.7297 0.7776 -0.4 -0.5 0.8
S -1.6744 -1.6969 0.8448 0.7 0.3 0.1
C 1.0461 1.0511 -0.5770 0.6 0.7 1.6
N 1.0137 1.6956 -1.7940 0.2 0.7 -0.3
O 2.0740 0.9093 0.0509 0.3 -0.4 -0.4
H -0.8310 1.3460 0.4866 0.2 0.0 0.3
H -0.8219 0.2909 -0.9000 -0.3 0.1 0.2
H 0.1979 -0.6087 1.8218 -0.1 0.4 0.0
H 0.7249 -1.3381 0.3774 -0.2 0.0 -0.4
H -2.2153 -1.0992 -0.2132 -0.2 0.0 -0.2
H 1.9054 2.1277 -2.0076 0.2 -0.3 0.1
H 0.3263 2.4324 -1.8561 -0.6 -0.3 -0.2
```
Forces are in eV/Å.

SMILES string = NC(=O)CCS
Orbital gap = 9.90 eV
Total energy = -17597.48397 eV
Total charge = 0



Here is C9H4Cl2N2O in the gas phase at a distorted geometry from the Open Molecules 2025 dataset. Energies are from ωB97M-V/def2-TZVPD.

The geometry in XYZ format:
```
18
Properties=species:S:1:pos:R:3:forces:R:3
C -0.3941 -2.7144 -0.5517 0.6 0.5 -0.6
C 1.8325 1.0503 0.4975 0.6 -0.2 -0.7
C 1.7183 0.4040 -0.7152 2.4 1.2 -1.2
C 0.7248 1.1956 1.3538 -3.0 -0.4 0.0
C 0.5884 -0.4483 -1.0465 1.2 -0.1 0.0
C -0.4959 0.7568 0.8445 0.5 0.7 1.0
C -0.6502 -0.2490 -0.1698 -0.6 0.5 -0.9
C -2.5247 0.9927 0.0777 4.0 -2.2 1.4
C 0.2334 -1.5432 -0.0870 -0.8 0.7 2.4
N -0.8545 -3.5555 -1.1649 -0.8 -1.3 -0.4
N -1.7266 1.3670 1.0368 -1.8 0.5 -0.7
O -2.0197 -0.0470 -0.7289 1.5 0.0 1.3
Cl 1.2304 -1.8757 1.4223 -1.0 0.2 -1.4
Cl -4.0569 1.4417 -0.2539 -1.3 0.6 -0.3
H 2.6749 1.6503 0.8626 0.1 -0.5 -0.9
H 2.5031 0.5594 -1.5840 -1.6 -0.4 2.2
H 0.6981 1.8203 2.2631 0.2 -0.2 -0.8
H 0.5187 -0.8051 -2.0566 -0.3 0.2 -0.4
```
Forces are in eV/Å.

SMILES string = N#C[C@@]1(Cl)[C@@H]2C=CC=C3N=C(Cl)O[C@]321
Orbital gap (spin up / spin down) = 7.97 / 7.97 eV
Total energy = -39466.81505 eV
Total charge = 0



Here is a molecular structure, C44H50N5O3PSTa at a distorted geometry from the Open Molecules 2025 dataset. Energies are from ωB97M-V/def2-TZVPD.

The geometry in XYZ format:
```
105
Properties=species:S:1:pos:R:3:forces:R:3
Ta 0.4782 -0.6993 0.0127 0.6 1.2 -0.1
C 0.6553 0.4607 3.7195 0.0 -0.1 0.3
C -0.6400 -0.0216 4.3168 0.1 0.0 -0.1
C -1.0589 0.4574 5.5490 0.0 0.1 0.1
C -2.2122 -0.0220 6.1548 0.0 0.0 0.0
C -2.9781 -0.9972 5.5302 0.0 0.0 0.0
C -2.6024 -1.4709 4.2847 0.1 0.1 0.1
C -1.4367 -0.9842 3.6867 -0.3 0.2 -0.3
P -0.8274 -1.7760 2.1974 0.8 -0.1 -0.2
C -2.1453 -2.7617 1.4432 0.0 -0.1 -0.1
C -3.3624 -2.0778 1.2906 0.1 0.0 0.1
C -4.4611 -2.7061 0.7364 -0.1 0.0 0.1
C -4.3545 -4.0255 0.3147 0.0 0.0 0.0
C -3.1510 -4.7004 0.4510 0.0 -0.1 0.0
C -2.0208 -4.0982 1.0010 0.1 0.1 0.1
C -0.7614 -4.9262 1.1163 -0.2 0.0 -0.1
C 0.5426 -2.7419 2.8519 -0.4 -0.2 0.2
C 0.3268 -3.4822 4.0204 0.0 0.0 0.0
C 1.3385 -4.2716 4.5326 -0.1 0.0 0.0
C 2.5582 -4.3371 3.8642 0.0 0.0 0.0
C 2.7705 -3.5749 2.7277 0.2 0.0 -0.1
C 1.7726 -2.7433 2.2231 0.2 -0.1 -0.1
C 2.0830 -1.8094 1.0799 -0.7 -0.2 0.1
H 0.9065 1.4515 4.0951 0.0 0.0 -0.1
H 0.6113 0.5156 2.6229 0.0 0.1 0.0
H 1.4736 -0.2106 3.9967 0.0 0.0 -0.1
H -0.4689 1.2192 6.0466 0.0 0.0 0.0
H -2.5152 0.3674 7.1189 0.0 0.0 0.0
H -3.8685 -1.3896 6.0040 0.0 0.0 0.0
H -3.2000 -2.2308 3.8033 0.0 0.0 0.0
H -3.4595 -1.0598 1.6463 0.0 0.0 0.0
H -5.4028 -2.1759 0.6578 0.0 0.0 0.0
H -5.2088 -4.5311 -0.1195 0.0 0.0 0.1
H -3.0858 -5.7370 0.1386 0.0 0.1 0.0
H -0.8464 -5.8311 0.5154 0.0 0.1 0.0
H -0.5978 -5.2414 2.1473 0.1 0.0 0.0
H 0.1283 -4.3783 0.8024 0.1 -0.1 0.0
H -0.6295 -3.4309 4.5266 0.0 0.0 0.0
H 1.1778 -4.8311 5.4448 0.0 0.0 0.0
H 3.3529 -4.9671 4.2447 0.0 0.0 0.0
H 3.7357 -3.6066 2.2324 0.0 0.0 0.1
H 2.6775 -2.3829 0.3548 -0.2 0.2 -0.2
H 2.7725 -1.0570 1.4871 -0.3 0.2 0.0
C -2.6796 0.3224 -5.3049 0.0 0.0 -0.1
N -2.6483 -0.2585 -3.9567 -0.1 0.1 -0.2
N -1.5400 -0.2716 -3.1629 0.2 0.0 0.1
C -1.8269 -1.0449 -2.0891 0.0 0.1 0.1
O -0.9562 -1.1965 -1.0922 0.1 -0.4 -0.2
C -3.1082 -1.5253 -2.2045 -0.1 -0.3 0.3
C -3.6076 -1.0029 -3.3921 -0.1 0.1 0.0
C -4.9596 -1.1334 -3.9948 0.1 0.0 -0.2
C -0.3775 0.5374 -3.3925 0.2 0.0 0.0
C 0.8644 -0.0864 -3.4661 0.0 -0.1 -0.1
C 1.9926 0.6845 -3.7289 0.1 0.0 0.1
C 1.8810 2.0578 -3.8957 -0.1 0.0 0.0
C 0.6329 2.6704 -3.7909 0.1 0.0 0.0
C -0.5020 1.9127 -3.5416 -0.1 0.1 0.1
H -1.7593 0.8573 -5.5044 0.1 0.0 0.1
H -3.5167 1.0111 -5.3890 0.0 0.0 0.1
H -2.7918 -0.4680 -6.0434 0.0 -0.1 0.0
H -3.6198 -2.1684 -1.5057 0.1 0.1 -0.1
H -5.6245 -1.6664 -3.3217 0.0 0.0 0.0
H -4.9222 -1.6724 -4.9450 0.0 0.0 0.1
H -5.3819 -0.1476 -4.1979 0.0 0.0 0.0
H 0.9332 -1.1661 -3.3851 -0.1 0.1 -0.1
H 2.9629 0.2086 -3.8203 -0.1 0.0 0.0
H 2.7581 2.6596 -4.1039 0.0 0.0 0.0
H 0.5499 3.7449 -3.9070 0.0 -0.1 0.0
H -1.4724 2.3889 -3.4565 0.0 0.0 0.0
C 2.0902 -3.3544 -2.4387 0.2 0.0 0.2
O 1.0398 -2.8939 -1.5476 0.1 0.4 0.1
H 1.6712 -3.6323 -3.4036 0.0 0.0 0.0
H 2.6119 -4.2071 -2.0075 0.0 0.0 0.0
H 2.7971 -2.5379 -2.5701 0.0 0.0 0.0
H 0.4822 -3.6538 -1.3437 -0.2 0.1 0.1
C 0.4407 5.1669 0.9907 0.1 0.0 0.1
C 1.9617 5.0907 0.9054 -0.2 0.0 -0.2
N 2.4473 5.3177 -0.4572 0.0 0.1 0.1
C 2.3183 6.6869 -1.0006 0.0 -0.1 -0.3
C 1.2965 6.7897 -2.1253 0.0 -0.1 0.1
C 3.0936 4.4244 -1.2174 0.0 0.2 -0.1
O 3.5499 4.6676 -2.3294 -0.1 -0.1 0.2
C 3.2909 2.9959 -0.7560 -0.1 -0.1 -0.1
C 4.5666 2.4541 -0.8460 0.1 0.1 0.0
C 4.7327 1.0893 -0.6862 0.1 0.0 0.0
C 3.6276 0.3031 -0.4576 -0.1 -0.2 -0.1
N 2.3843 0.8113 -0.3610 -1.3 -0.7 0.2
C 2.2316 2.1437 -0.5146 0.2 0.0 -0.1
H 0.1043 4.8701 1.9869 0.0 0.0 -0.1
H -0.0237 4.5126 0.2490 0.0 0.0 0.0
H 0.0879 6.1831 0.8105 0.0 -0.1 0.0
H 2.3220 4.1249 1.2547 0.1 0.0 0.0
H 2.3938 5.8555 1.5510 0.1 0.0 0.0
H 3.2934 6.9855 -1.3823 0.1 0.0 0.1
H 2.0506 7.3393 -0.1726 0.0 0.0 0.1
H 1.6058 6.1735 -2.9687 0.0 0.0 0.0
H 1.2377 7.8227 -2.4683 0.0 0.0 0.0
H 0.3033 6.4801 -1.7906 0.0 0.0 0.0
H 5.4129 3.0962 -1.0608 -0.1 0.0 0.0
H 5.7088 0.6289 -0.7633 0.0 0.0 0.0
H 3.7282 -0.7685 -0.3599 0.1 0.1 0.0
H 1.2329 2.5439 -0.4782 0.0 0.1 0.1
S -0.7467 1.5759 0.1195 0.7 -0.9 0.4
C -1.9339 1.3104 1.2821 -0.3 -0.1 0.2
N -2.7585 1.1734 2.0792 0.2 0.1 -0.2
```
Forces are in eV/Å.

Orbital gap = 5.41 eV
Total energy = -81683.99346 eV
Total charge = +3



Here is a molecular structure, C2H2O6Rb at a distorted geometry from the Open Molecules 2025 dataset. Energies are from ωB97M-V/def2-TZVPD.

The geometry in XYZ format:
```
11
Properties=species:S:1:pos:R:3:forces:R:3
Rb 6.7101 4.3956 -12.2081 4.2 -8.3 -2.0
O 7.8029 6.3307 -13.2677 4.5 -1.0 -6.3
C 6.8754 6.0519 -14.1610 -2.8 -2.2 -3.8
O 6.4651 4.8441 -14.2629 0.5 0.4 -3.8
O 6.3291 6.8764 -14.8754 0.6 3.1 -0.3
H 7.9784 7.2493 -13.4848 0.1 0.4 0.6
O 6.0411 5.2166 -10.4937 -2.9 0.0 7.7
C 6.0940 6.4614 -10.9729 -2.4 6.0 3.1
O 5.2561 7.2231 -10.4678 -2.6 0.2 1.1
O 6.9459 6.8517 -11.6975 0.9 1.1 3.0
H 5.2765 5.2784 -9.9165 -0.2 0.3 0.6
```
Forces are in eV/Å.

Orbital gap = 5.99 eV
Total energy = -15043.45969 eV
Total charge = -1



Here is a molecular structure, C4H7FI2 at a distorted geometry from the Open Molecules 2025 dataset. Energies are from ωB97M-V/def2-TZVPD.

The geometry in XYZ format:
```
14
Properties=species:S:1:pos:R:3:forces:R:3
C -1.3594 -1.1688 0.8810 1.2 -2.0 1.2
C -0.7430 -0.1836 -0.0700 0.5 -1.5 -0.5
C 0.7887 -0.1510 0.1174 -1.2 3.8 -1.0
C 1.1893 1.1995 -0.7975 0.3 -0.8 1.4
F 0.7023 2.2799 0.0003 0.8 -1.4 -1.2
I 3.3674 1.4115 -1.0132 -0.7 0.0 0.3
I 0.3511 1.4459 -2.7835 0.1 -0.1 0.5
H -0.9836 -2.2381 0.7787 -0.6 1.2 -0.3
H -2.4154 -1.1873 1.0471 -0.9 0.1 -0.8
H -1.0215 -0.9070 1.8813 0.3 0.2 0.3
H -1.2314 0.7331 0.1164 -0.1 1.4 0.0
H -0.8668 -0.4158 -1.1450 -0.5 -0.2 0.6
H 1.1564 -1.1558 -0.0914 0.8 0.6 -0.2
H 1.0661 0.3375 1.0785 0.0 -1.2 -0.3
```
Forces are in eV/Å.

Orbital gap = 8.93 eV
Total energy = -23179.05413 eV
Total charge = 0